1.
Molecular formula: C4H8O3
Method: DFT, wB97M-V/def2-TZVPD

Atoms and positions in Å:
C1 1.190 1.861 0.725
C2 -0.251 1.644 -0.044
O1 -0.409 0.420 -0.779
C3 -0.509 -0.714 -0.087
O2 -0.479 -0.769 1.122
C4 -0.658 -1.950 -0.962
O3 -0.563 -3.112 -0.191
H1 1.301 1.378 1.729
H2 1.897 1.432 0.045
H3 1.352 2.941 0.900
H4 -0.392 2.416 -0.804
H5 -0.521 1.694 0.980
H6 -1.623 -1.886 -1.488
H7 0.125 -1.939 -1.730
H8 -0.628 -2.831 0.735

ΔE to the lowest compared entry with this formula, charge and spin = 2.1543 eV
F_max = 3.60 eV/Å
HOMO level = -10.29 eV
Multiplicity = 1
SMILES = CCOC(=O)CO
Calculated total energy = -10418.849 eV

Atomic partial charges in e from the natural (NBO) method, atoms 1 to 5: -0.6377, -0.1325, -0.4944, 0.7714, -0.6169


2.
Molecular formula: CHBr2NO3S
Method: DFT, wB97M-V/def2-TZVPD

Atoms and positions in Å:
C1 -0.109 -0.971 1.646
N1 -0.633 0.861 -3.183
O1 -0.140 -1.840 2.500
O2 1.078 -0.786 1.040
O3 0.785 1.738 0.791
S1 1.746 0.690 0.571
Br1 -2.337 0.773 -2.552
Br2 0.548 -0.089 -2.098
H1 -0.938 -0.377 1.284

ΔE to the lowest compared entry with this formula, charge and spin = 1.4385 eV
F_max = 3.32 eV/Å
HOMO level (spin up / spin down) = -10.06 / -9.16 eV
Multiplicity = 1
Calculated total energy = -159601.208 eV

Atomic partial charges in e from the natural (NBO) method, atoms 1 to 5: 0.6249, -0.4936, -0.5140, -0.7136, -0.8212


3.
Molecular formula: C37H54Br3N5O7PRe
Method: DFT, wB97M-V/def2-TZVPD

Atoms and positions in Å:
Re1 1.458 -0.848 1.210
C1 -4.819 -4.904 0.584
C2 -5.041 -3.418 0.268
C3 -5.875 -3.310 -1.009
C4 -5.823 -2.764 1.414
C5 -3.686 -2.731 0.126
C6 -2.799 -2.730 1.202
C7 -1.594 -2.099 1.030
Br1 -0.318 -2.163 2.471
C8 -1.152 -1.458 -0.129
O1 0.065 -0.911 -0.159
C9 -2.028 -1.481 -1.226
C10 -3.261 -2.115 -1.044
C11 -1.718 -0.943 -2.630
C12 -2.919 -0.128 -3.136
C13 -0.488 -0.039 -2.710
C14 -1.496 -2.141 -3.567
H1 -5.774 -5.431 0.595
H2 -4.353 -5.043 1.560
H3 -4.181 -5.371 -0.167
H4 -6.842 -3.785 -0.847
H5 -5.396 -3.814 -1.850
H6 -6.059 -2.270 -1.284
H7 -6.774 -3.277 1.559
H8 -6.031 -1.716 1.193
H9 -5.275 -2.809 2.356
H10 -3.036 -3.214 2.138
H11 -3.927 -2.134 -1.893
H12 -3.210 0.622 -2.402
H13 -3.787 -0.747 -3.357
H14 -2.646 0.385 -4.059
H15 -0.582 0.814 -2.042
H16 -0.390 0.314 -3.740
H17 0.421 -0.571 -2.442
H18 -2.301 -2.873 -3.486
H19 -0.556 -2.643 -3.333
H20 -1.450 -1.800 -4.602
Br2 0.760 -3.924 -0.875
C15 2.465 -3.657 -0.148
C16 3.471 -4.546 -0.499
C17 4.729 -4.382 0.047
C18 4.937 -3.354 0.956
C19 3.883 -2.523 1.258
N1 2.663 -2.640 0.691
C20 4.023 -1.472 2.342
O2 5.073 -1.307 2.903
O3 2.905 -0.837 2.599
H21 3.250 -5.350 -1.186
H22 5.528 -5.060 -0.216
H23 5.881 -3.183 1.453
Br3 -0.386 0.514 4.918
C21 -0.034 2.331 4.507
C22 -0.495 3.260 5.428
C23 -0.293 4.613 5.207
C24 0.378 5.038 4.070
C25 0.855 4.101 3.173
C26 0.655 2.734 3.368
C27 1.276 1.839 2.338
O4 2.274 2.175 1.737
O5 0.625 0.719 2.087
H24 -1.009 2.918 6.314
H25 -0.655 5.330 5.931
H26 0.541 6.092 3.893
H27 1.404 4.407 2.293
C28 4.923 1.669 1.088
N2 4.558 1.778 -0.319
C29 5.223 2.855 -1.044
P1 3.433 0.896 -1.090
O6 2.773 -0.033 -0.080
N3 2.323 1.773 -1.905
C30 2.569 2.372 -3.212
C31 1.289 2.470 -1.137
N4 4.200 0.027 -2.278
C32 3.353 -0.903 -3.030
C33 5.488 -0.575 -1.932
H28 5.946 1.300 1.191
H29 4.240 1.009 1.612
H30 4.846 2.650 1.558
H31 6.297 2.811 -0.853
H32 4.855 3.831 -0.720
H33 5.073 2.756 -2.117
H34 2.869 3.420 -3.117
H35 1.644 2.334 -3.790
H36 3.342 1.829 -3.749
H37 1.652 3.430 -0.758
H38 0.942 1.864 -0.306
H39 0.434 2.642 -1.788
H40 2.985 -1.722 -2.400
H41 3.938 -1.329 -3.844
H42 2.497 -0.384 -3.453
H43 6.118 0.143 -1.413
H44 5.991 -0.873 -2.852
H45 5.371 -1.462 -1.299
C34 -2.739 1.797 2.390
N5 -3.293 2.394 1.191
C35 -4.599 2.997 1.358
C36 -2.557 2.435 0.057
C37 -3.135 3.169 -1.137
O7 -1.456 1.902 -0.016
H46 -3.424 1.040 2.781
H47 -2.597 2.562 3.158
H48 -1.783 1.337 2.156
H49 -5.327 2.237 1.654
H50 -4.946 3.463 0.443
H51 -4.566 3.757 2.143
H52 -4.067 2.716 -1.476
H53 -2.406 3.116 -1.941
H54 -3.334 4.215 -0.904

ΔE to the lowest compared entry with this formula, charge and spin = 0.1546 eV
F_max = 0.64 eV/Å
HOMO level (spin up / spin down) = -10.35 / -10.75 eV
Multiplicity = 4
Net charge = +1
⟨S²⟩ = 3.765
Calculated total energy = -282574.808 eV

Atomic partial charges in e from the Löwdin method, atoms 1 to 5: 1.5569, -0.0404, -0.5574, -0.0595, -0.0403


4.
Molecular formula: C3H8N2O
Method: DFT, wB97M-V/def2-TZVPD

Atoms and positions in Å:
H1 -0.718 1.976 3.016
N1 -1.484 1.824 2.407
C1 -1.097 2.071 1.147
N2 -0.237 1.323 0.261
H2 -1.676 2.769 0.429
H3 -0.742 1.134 -0.633
H4 0.614 0.793 0.275
C2 0.204 -2.105 -1.007
C3 1.485 -1.257 -0.936
O1 1.631 -0.049 -1.200
H5 -0.561 -1.339 -1.219
H6 -0.057 -2.496 -0.031
H7 0.147 -2.828 -1.795
H8 2.491 -1.815 -0.714

ΔE to the lowest compared entry with this formula, charge and spin = 3.9414 eV
F_max = 5.20 eV/Å
HOMO level = -8.30 eV
Multiplicity = 1
SMILES = [H]/N=C\N.CC=O
Calculated total energy = -8265.385 eV

Atomic partial charges in e from the natural (NBO) method, atoms 1 to 5: 0.3559, -0.7992, 0.3664, -0.8728, 0.1406